[1]
Below is 11 unconnected molecules or ions with the total composition C38H98O11, with properties calculated with wB97M-V/def2-TZVPD.

Geometry as ORCA input:
```
! wB97M-V def2-TZVPD RIJCOSX def2/J DEFGRID3
* xyz 0 1
C -2.264 -4.839 -2.109
C -1.788 -3.427 -1.804
O -2.078 -2.672 -2.956
C -1.592 -1.328 -3.065
C -2.011 -0.824 -4.440
H -1.978 -5.203 -3.096
H -1.729 -5.429 -1.363
H -3.326 -4.964 -1.901
H -2.267 -2.967 -0.939
H -0.726 -3.393 -1.556
H -2.067 -0.732 -2.285
H -0.509 -1.274 -2.948
H -1.870 -1.638 -5.151
H -1.479 0.092 -4.695
H -3.080 -0.627 -4.359
C 5.764 4.634 -3.595
C 5.910 4.198 -2.113
O 4.823 3.335 -1.839
C 4.939 2.674 -0.604
C 3.676 1.813 -0.529
H 4.911 5.306 -3.681
H 6.635 5.061 -4.093
H 5.665 3.718 -4.178
H 6.845 3.702 -1.848
H 5.844 5.022 -1.401
H 5.802 2.009 -0.550
H 5.004 3.417 0.191
H 3.597 1.137 -1.380
H 2.785 2.442 -0.520
H 3.589 1.219 0.381
C -0.981 -6.831 3.322
C -1.497 -5.411 2.989
O -0.457 -4.719 2.365
C -0.759 -3.311 2.262
C 0.300 -2.656 1.345
H -0.082 -6.784 3.936
H -1.767 -7.362 3.859
H -0.690 -7.324 2.395
H -2.323 -5.489 2.281
H -1.748 -4.890 3.913
H -1.754 -3.226 1.824
H -0.734 -2.936 3.286
H 0.431 -1.587 1.513
H 0.024 -2.796 0.300
H 1.301 -3.088 1.365
C 2.446 -1.926 -3.368
C 3.423 -2.506 -2.293
O 2.871 -2.237 -1.040
C 3.718 -2.522 0.118
C 3.801 -4.052 0.161
H 2.315 -0.859 -3.190
H 2.912 -2.053 -4.346
H 1.461 -2.393 -3.361
H 3.596 -3.567 -2.475
H 4.384 -2.014 -2.446
H 4.653 -1.960 0.112
H 3.150 -2.163 0.976
H 4.258 -4.338 1.109
H 4.316 -4.374 -0.743
H 2.769 -4.397 0.210
C 2.441 0.291 3.080
C 2.904 -0.679 4.206
O 4.057 -0.092 4.842
C 4.353 -0.756 6.091
C 5.668 -0.229 6.652
H 3.277 0.502 2.413
H 1.579 -0.130 2.565
H 2.223 1.272 3.502
H 2.082 -0.848 4.902
H 3.019 -1.652 3.726
H 3.578 -0.694 6.856
H 4.457 -1.828 5.920
H 6.003 -0.784 7.529
H 5.636 0.841 6.863
H 6.526 -0.290 5.981
C -5.301 -4.179 0.812
C -5.354 -2.709 0.506
O -4.766 -1.960 1.554
C -4.464 -0.566 1.465
C -3.171 -0.289 0.699
H -4.264 -4.513 0.844
H -5.756 -4.369 1.784
H -5.893 -4.744 0.092
H -4.809 -2.489 -0.414
H -6.368 -2.347 0.331
H -5.299 -0.025 1.020
H -4.276 -0.124 2.444
H -2.954 0.776 0.776
H -3.290 -0.604 -0.338
H -2.294 -0.806 1.090
C -2.487 4.677 -0.559
C -2.851 5.101 -1.963
O -2.387 4.138 -2.854
C -2.907 4.235 -4.190
C -2.351 3.030 -4.969
H -1.428 4.660 -0.303
H -2.951 5.266 0.233
H -2.848 3.676 -0.319
H -3.896 5.373 -2.116
H -2.253 6.013 -2.007
H -3.988 4.088 -4.207
H -2.653 5.178 -4.674
H -1.262 3.077 -4.936
H -2.545 3.050 -6.041
H -2.564 2.044 -4.556
C -2.043 2.459 3.023
C -1.885 1.305 4.034
O -0.749 1.611 4.762
C -0.446 0.616 5.756
C 0.806 1.005 6.560
H -1.329 2.374 2.204
H -2.982 2.418 2.470
H -1.892 3.424 3.506
H -2.775 1.303 4.665
H -1.883 0.316 3.575
H -1.223 0.333 6.467
H -0.306 -0.328 5.226
H 0.485 1.906 7.083
H 1.658 1.229 5.919
H 1.093 0.309 7.348
C -5.446 2.268 -1.536
C -4.849 1.232 -2.422
O -5.554 0.042 -2.165
H -6.532 2.338 -1.581
H -5.046 3.241 -1.825
H -5.170 2.076 -0.499
H -3.779 1.079 -2.279
H -4.927 1.527 -3.470
H -5.016 -0.714 -2.413
C 2.351 3.637 -4.162
C 2.513 2.145 -4.071
O 3.892 1.767 -3.898
H 1.330 4.020 -4.167
H 2.831 3.966 -5.084
H 2.819 4.151 -3.322
H 2.213 1.682 -5.012
H 1.908 1.614 -3.335
H 4.186 2.186 -3.083
C 0.396 0.419 -0.847
C -0.232 1.737 -1.152
O -0.800 1.781 -2.383
H -0.382 -0.344 -0.815
H 0.850 0.355 0.142
H 1.185 0.165 -1.555
H 0.472 2.563 -1.036
H -0.993 1.912 -0.389
H -1.282 2.601 -2.515
*
```

Its HOMO energy is -9.4 eV. The total energy is -2334.052060 Eh. As for the SMILES: CCOCC.CCOCC.CCOCC.CCOCC.CCOCC.CCOCC.CCOCC.CCOCC.CCO.CCO.CCO. As for the frontier orbital gap: 10.14 eV.

Löwdin atomic charge list, values in e, 2 entries: number 1, C, carries -0.053; number 2, C, carries -0.285

=====

[2]
Below is a molecular structure, C39H101FeN5O15, with properties calculated with wB97M-V/def2-TZVPD.

Geometry as ORCA input:
```
! wB97M-V def2-TZVPD RIJCOSX def2/J DEFGRID3
* xyz 0 5
Fe -0.564 -1.902 -0.310
C -0.652 -4.158 -4.040
C 0.515 -3.726 -3.135
C 1.528 -2.817 -3.825
O 0.108 -3.194 -1.910
H -1.066 -3.394 -4.698
H -1.416 -4.645 -3.434
H -0.484 -4.956 -4.764
H 1.027 -4.620 -2.778
H 1.246 -1.768 -3.909
H 1.733 -3.119 -4.852
H 2.499 -2.935 -3.343
C 2.294 1.814 0.466
C 1.129 1.094 -0.340
C 1.427 1.171 -1.813
O 0.693 -0.213 -0.156
H 2.342 2.888 0.291
H 3.242 1.314 0.268
H 2.179 1.752 1.549
H 0.331 1.808 -0.138
H 2.181 0.524 -2.263
H 1.686 2.183 -2.123
H 0.527 0.903 -2.365
C 0.790 1.983 8.410
O 0.316 2.920 7.529
C 1.262 3.326 6.525
C 0.461 4.256 5.482
N -0.127 3.626 4.296
C 0.856 3.323 3.239
C 1.686 4.564 2.848
O 0.757 5.658 2.574
C 1.400 6.885 2.491
H 1.357 1.270 7.812
H -0.119 1.607 8.880
H 1.600 2.158 9.118
H 1.778 2.520 6.005
H 2.085 3.836 7.025
H 1.220 5.016 5.296
H -0.433 4.720 5.899
H -0.983 4.071 3.997
H 0.365 3.062 2.302
H 1.471 2.444 3.437
H 2.360 4.509 1.994
H 2.279 4.875 3.708
H 1.479 7.321 3.487
H 0.776 7.551 1.895
H 2.338 6.714 1.963
C -6.727 0.250 -6.167
O -6.270 0.999 -5.168
C -6.969 2.298 -4.967
C -6.169 3.225 -4.039
N -4.903 3.524 -4.588
C -4.139 4.505 -3.781
C -2.673 4.844 -4.163
O -1.789 3.789 -3.917
C -0.455 4.190 -3.674
H -7.806 0.129 -6.068
H -6.114 -0.645 -6.276
H -6.534 0.796 -7.090
H -7.960 2.033 -4.598
H -7.079 2.830 -5.912
H -6.115 2.798 -3.038
H -6.791 4.108 -3.890
H -4.454 2.635 -4.756
H -4.102 3.979 -2.827
H -4.730 5.407 -3.618
H -2.514 5.684 -3.487
H -2.442 5.340 -5.105
H -0.062 3.192 -3.869
H -0.433 4.665 -2.693
H 0.009 4.879 -4.380
C -1.674 -7.035 -1.937
O -0.299 -6.912 -1.468
C 0.401 -8.170 -1.689
C 1.712 -8.171 -0.880
N 2.496 -7.052 -1.232
C 3.560 -6.827 -0.255
C 4.060 -5.326 -0.360
O 3.054 -4.390 0.011
C 3.529 -3.068 0.242
H -1.794 -7.171 -3.012
H -2.158 -6.067 -1.812
H -2.162 -7.888 -1.465
H 0.804 -8.135 -2.702
H -0.125 -9.124 -1.731
H 2.213 -9.110 -1.114
H 1.462 -8.159 0.181
H 2.797 -7.198 -2.185
H 4.483 -7.379 -0.430
H 3.223 -6.892 0.780
H 4.570 -5.097 -1.296
H 4.915 -5.237 0.309
H 2.808 -2.250 0.205
H 4.240 -2.775 -0.531
H 4.103 -3.012 1.166
C -2.341 0.768 6.703
O -1.634 -0.113 5.928
C -1.005 -1.189 6.584
C -0.113 -1.824 5.551
N 1.048 -0.953 5.445
C 1.908 -1.403 4.297
C 3.081 -0.541 3.983
O 4.380 -0.941 4.383
C 5.424 -0.412 3.561
H -3.302 0.328 6.971
H -2.621 1.639 6.111
H -1.743 1.062 7.565
H -1.847 -1.819 6.872
H -0.518 -1.070 7.552
H -0.667 -2.037 4.636
H 0.243 -2.774 5.951
H 0.635 -0.093 5.115
H 1.296 -1.370 3.396
H 2.190 -2.455 4.336
H 2.916 0.507 4.235
H 2.946 -0.564 2.901
H 6.307 -1.046 3.646
H 5.601 0.619 3.869
H 5.224 -0.328 2.493
C -3.116 -1.035 -5.600
O -3.421 -1.298 -4.225
C -2.759 -0.427 -3.372
C -3.374 -0.782 -1.990
N -2.626 -1.812 -1.247
C -3.450 -2.281 -0.139
C -3.299 -1.205 1.033
O -1.904 -1.031 1.149
C -1.626 -0.047 2.071
H -3.682 -1.723 -6.228
H -2.037 -1.079 -5.745
H -3.367 -0.024 -5.924
H -3.086 0.568 -3.672
H -1.674 -0.517 -3.430
H -4.417 -1.038 -2.175
H -3.458 0.105 -1.361
H -2.336 -2.487 -1.940
H -3.020 -3.196 0.269
H -4.455 -2.490 -0.504
H -3.660 -1.385 2.046
H -3.763 -0.267 0.726
H -2.216 -0.062 2.987
H -1.815 0.958 1.692
H -0.595 -0.086 2.423
C 4.570 1.855 -3.936
O 5.185 2.646 -5.047
H 3.582 1.509 -4.241
H 5.143 0.942 -3.774
H 4.597 2.493 -3.053
H 4.692 2.622 -5.871
C -1.473 4.750 0.053
O -0.696 5.807 -0.401
H -0.869 3.934 0.451
H -2.136 5.038 0.868
H -2.104 4.327 -0.729
H -0.203 6.112 0.364
C 5.667 0.081 -0.779
O 6.429 -0.026 0.413
H 5.595 -0.849 -1.344
H 4.623 0.339 -0.600
H 6.091 0.954 -1.276
H 6.576 0.890 0.660
*
```

Its HOMO energy (spin up / spin down) is -7.6 / -7.6 eV. The total energy is -4212.084073 Eh. As for the frontier orbital gap (spin up / spin down): 7.97 / 7.91 eV.

Löwdin atomic charge list, values in e, 2 entries: number 1, Fe, carries 0.975; number 2, C, carries -0.055

=====

[3]
Below is 9 unconnected molecules or ions with the total composition C39H102N12O15, with properties calculated with wB97M-V/def2-TZVPD.

Geometry as ORCA input:
```
! wB97M-V def2-TZVPD RIJCOSX def2/J DEFGRID3
* xyz 0 1
C 10.885 3.250 -2.619
O 12.322 3.383 -2.689
C 12.767 4.261 -3.729
C 12.205 5.737 -3.480
N 12.697 6.340 -2.245
C 12.285 7.671 -2.033
C 10.726 7.647 -1.642
O 10.637 6.667 -0.589
C 9.321 6.471 -0.068
H 10.437 4.191 -2.300
H 10.579 2.567 -1.827
H 10.322 2.968 -3.509
H 12.338 3.892 -4.661
H 13.853 4.187 -3.785
H 11.118 5.696 -3.412
H 12.449 6.269 -4.399
H 12.166 5.925 -1.494
H 12.534 8.436 -2.769
H 12.794 7.955 -1.112
H 10.089 7.362 -2.480
H 10.491 8.662 -1.324
H 8.653 7.312 0.115
H 9.425 5.895 0.851
H 8.799 5.849 -0.796
C 3.539 -1.563 0.310
O 3.164 -2.829 0.868
C 1.748 -2.905 0.993
C 0.927 -2.581 -0.309
N -0.415 -2.077 -0.016
C -1.078 -1.504 -1.249
C -2.612 -1.135 -1.070
O -3.499 -2.290 -1.153
C -3.398 -3.160 -0.064
H 2.782 -0.797 0.475
H 3.682 -1.583 -0.770
H 4.521 -1.266 0.678
H 1.390 -2.468 1.925
H 1.506 -3.960 1.125
H 0.817 -3.526 -0.841
H 1.343 -1.891 -1.043
H -0.966 -2.873 0.273
H -0.915 -2.131 -2.126
H -0.535 -0.584 -1.465
H -2.868 -0.440 -1.870
H -2.772 -0.527 -0.180
H -3.785 -2.705 0.848
H -2.439 -3.624 0.166
H -4.108 -3.942 -0.336
C -2.250 0.913 7.160
O -1.897 2.116 6.432
C -1.800 1.972 5.076
C -1.929 3.387 4.496
N -0.618 4.046 4.585
C 0.333 3.557 3.578
C 1.805 3.806 4.049
O 2.026 3.090 5.280
C 3.420 2.860 5.562
H -1.661 0.009 7.005
H -3.260 0.583 6.916
H -2.396 1.066 8.229
H -2.542 1.295 4.653
H -0.849 1.494 4.842
H -2.572 3.998 5.130
H -2.372 3.291 3.505
H -0.171 3.783 5.452
H 0.140 4.170 2.698
H 0.308 2.549 3.165
H 2.004 4.874 4.146
H 2.279 3.354 3.178
H 3.497 2.518 6.594
H 4.011 3.775 5.519
H 3.850 2.028 5.003
C -7.614 -9.121 -4.102
O -6.397 -8.430 -4.366
C -6.614 -7.215 -5.059
C -5.260 -6.715 -5.541
N -5.488 -5.452 -6.147
C -4.236 -5.076 -6.696
C -4.287 -3.739 -7.487
O -2.973 -3.168 -7.597
C -3.107 -2.082 -8.535
H -7.683 -9.896 -4.865
H -8.529 -8.534 -4.020
H -7.489 -9.515 -3.093
H -7.255 -6.582 -4.445
H -7.144 -7.444 -5.983
H -4.853 -7.499 -6.180
H -4.617 -6.821 -4.667
H -5.792 -4.767 -5.470
H -3.932 -5.868 -7.381
H -3.505 -5.001 -5.891
H -4.873 -2.999 -6.942
H -4.733 -3.999 -8.447
H -3.463 -1.243 -7.938
H -3.629 -2.353 -9.453
H -2.121 -1.835 -8.929
C -0.442 -5.667 10.178
O 0.468 -4.762 9.513
C 1.807 -5.304 9.566
C 2.793 -4.090 9.710
N 2.468 -3.305 10.895
C 3.577 -2.380 11.051
C 3.285 -1.375 12.246
O 2.062 -0.742 12.294
C 1.743 0.011 11.141
H -1.469 -5.557 9.829
H -0.503 -5.540 11.258
H -0.356 -6.749 10.070
H 2.004 -5.691 8.566
H 2.080 -6.086 10.274
H 2.654 -3.437 8.848
H 3.782 -4.549 9.734
H 1.615 -2.764 10.863
H 3.565 -1.775 10.144
H 4.562 -2.821 11.202
H 4.092 -0.642 12.225
H 3.527 -1.858 13.193
H 1.699 -0.621 10.254
H 2.546 0.722 10.948
H 0.806 0.557 11.249
C -10.171 -0.507 -7.461
O -9.669 0.797 -7.556
C -10.580 1.818 -8.001
C -11.680 2.164 -6.981
N -11.123 2.884 -5.786
C -10.524 1.971 -4.821
C -10.023 2.851 -3.598
O -11.121 3.430 -2.897
C -11.532 2.796 -1.670
H -10.907 -0.671 -8.248
H -10.766 -0.687 -6.565
H -9.352 -1.223 -7.387
H -10.981 1.577 -8.985
H -10.025 2.703 -8.312
H -12.320 1.303 -6.787
H -12.405 2.821 -7.461
H -11.873 3.370 -5.316
H -9.706 1.363 -5.205
H -11.354 1.377 -4.437
H -9.229 3.541 -3.881
H -9.369 2.252 -2.964
H -11.556 1.716 -1.813
H -12.541 3.118 -1.411
H -10.824 3.042 -0.879
N -2.036 6.395 -5.208
C -2.757 5.352 -5.270
N -3.914 5.825 -5.751
O -2.377 4.199 -5.191
H -1.106 6.261 -4.836
H -2.391 7.322 -5.396
H -4.702 5.205 -5.874
H -3.894 6.825 -5.611
N 2.429 1.930 -6.218
C 3.317 1.068 -6.589
N 2.871 -0.140 -6.596
O 4.431 1.424 -6.932
H 2.910 2.784 -5.975
H 1.552 1.694 -5.776
H 1.867 -0.233 -6.533
H 3.495 -0.899 -6.827
N 9.616 -5.300 7.228
C 9.078 -4.444 6.456
N 8.371 -5.070 5.571
O 9.152 -3.202 6.585
H 9.494 -6.261 6.943
H 10.019 -4.996 8.103
H 8.345 -6.073 5.685
H 7.805 -4.466 4.992
*
```

Its HOMO energy is -8.4 eV. The total energy is -3332.332238 Eh. As for the SMILES: COCCNCCOC.COCCNCCOC.COCCNCCOC.COCCNCCOC.COCCNCCOC.COCCNCCOC.NC(N)=O.NC(N)=O.NC(N)=O. As for the frontier orbital gap: 8.56 eV. The value obtained for the energy above the lowest of the compared OMol25 structures with the same formula, charge and spin is 208.8 kcal per mole.

Löwdin atomic charge list, values in e, 2 entries: number 1, C, carries -0.101; number 2, O, carries -0.192

=====

Result set for strongest force on any atom: 2.47 5.04 7.77 eV/A, one per record in the order listed.